Density functional theory data (wB97M-V/def2-TZVPD) for 2 unconnected molecules or ions with the total composition C9H14.

```
23
Properties=species:S:1:pos:R:3:forces:R:3:nbo_charge:R:1
C -2.5224 1.0333 1.9107 0.8 -0.8 2.3 -0.6424
C -0.8990 -0.9095 -1.0022 0.2 1.8 1.5 -0.0212
C -1.7603 0.0818 -0.3469 1.2 -2.7 -0.1 0.0022
C 0.0996 -1.5821 -0.3706 -1.5 -0.5 2.1 -0.2652
C -1.6723 0.0887 1.0188 -2.6 2.8 2.9 -0.0667
C 0.0697 -1.5596 1.0474 0.0 1.3 -0.6 0.0554
C -0.7840 -0.6225 1.7766 1.9 -1.5 -2.9 -0.0385
H -0.9573 -0.9690 -2.0179 -0.3 -0.4 -2.7 0.2276
H -2.4658 0.6233 -0.9450 -0.2 0.5 0.1 0.2534
H 0.6747 -2.2782 -0.9149 0.8 -0.5 -0.3 0.2622
H 0.7482 -2.0991 1.6606 0.6 -0.8 0.1 0.2326
H -3.4895 1.3363 1.5369 0.0 0.1 -0.5 0.2448
H -1.8727 1.9526 2.1176 -1.1 -1.2 0.0 0.2487
H -0.4730 -0.4267 2.7789 -0.7 0.1 0.7 0.2524
H -2.7706 0.4285 2.9490 0.8 1.8 -2.6 0.2372
C 1.8895 1.2679 -1.3638 -0.6 -1.2 3.3 -0.6170
C 2.6004 -0.1062 -1.4474 -2.4 0.6 -0.9 -0.6258
H 2.2665 1.7477 -0.3580 -1.7 -1.2 -1.1 0.2128
H 2.0881 2.1191 -1.9154 1.1 0.9 -2.4 0.2325
H 0.7914 1.0979 -1.5203 0.6 0.5 1.0 0.1751
H 2.3404 -0.6902 -2.3643 -0.9 -0.1 1.1 0.2107
H 2.5594 -0.5954 -0.4606 0.1 -0.2 -0.9 0.2001
H 3.5390 0.0614 -1.7690 3.9 0.7 0.0 0.2293
```
Positions in Å, forces in eV/Å.

Values from the calculation:
Total charge: +1
Frontier orbital gap (alpha / beta) (eV): 9.75 / 6.08
Energy above the lowest of the compared OMol25 structures with the same formula, charge and spin (kcal per mole): 54.1
E_HOMO (alpha / beta) (eV): -14.57 / -14.54
2S+1: 2

---

Density functional theory data (wB97M-V/def2-TZVPD) for a molecular structure, C3H2NiO2.

```
8
Properties=species:S:1:pos:R:3:forces:R:3:nbo_charge:R:1
O 1.8286 0.0074 0.5788 -0.2 0.7 -0.7 -0.7118
C 0.6714 -0.6385 0.3776 0.0 -0.7 2.9 0.0906
C -0.2627 0.0602 -0.5626 3.2 -1.7 -2.6 -0.9201
C -1.4996 0.3860 -0.1837 -2.6 0.9 1.4 0.8431
O -2.5001 0.7370 0.2679 1.9 -0.8 -1.2 -0.2932
Ni 1.4005 1.5047 -0.4184 -0.6 -1.0 0.2 1.3731
H 0.2433 -1.1932 1.2258 0.4 0.1 -0.3 0.1982
H 0.1185 -0.8636 -1.2854 -2.0 2.6 0.4 0.4201
```
Positions in Å, forces in eV/Å.

Values from the calculation:
Total charge: +1
Frontier orbital gap (alpha / beta) (eV): 5.51 / 8.69
Energy above the lowest of the compared OMol25 structures with the same formula, charge and spin (kcal per mole): 0.0
E_HOMO (alpha / beta) (eV): -12.02 / -15.88
2S+1: 4

---

Density functional theory data (wB97M-V/def2-TZVPD) for C4H2N2O in the gas phase.

```
9
Properties=species:S:1:pos:R:3:forces:R:3:nbo_charge:R:1
N -0.6184 -1.2364 -0.8774 0.0 -0.2 0.0 -0.7970
C -0.0922 -1.3473 0.3730 0.3 -0.4 0.0 0.5853
O 0.4180 -2.3474 0.8290 -0.1 0.1 -0.2 -0.5445
C -0.1520 -0.1036 1.1321 0.2 0.5 0.3 0.0657
C -0.1972 1.0030 1.6132 -0.4 -0.5 -0.7 -0.0955
C -0.7564 2.2566 1.4522 -0.8 0.8 -0.4 0.2113
N -1.4019 3.1311 1.0518 0.7 -0.2 0.7 -0.2517
H -1.1014 -0.4225 -1.2303 0.2 -0.1 0.3 0.4123
H -0.5268 -2.0434 -1.4753 -0.1 0.0 0.1 0.4142
```
Positions in Å, forces in eV/Å.

Values from the calculation:
SMILES: N#CC#CC(N)=O
Frontier orbital gap (eV): 10.45
Energy above the lowest of the compared OMol25 structures with the same formula, charge and spin (kcal per mole): 29.1
E_HOMO (eV): -10.89

---

Density functional theory data (wB97M-V/def2-TZVPD) for a molecular structure, C16H12N8O4SV.

```
42
Properties=species:S:1:pos:R:3:forces:R:3:nbo_charge:R:1
V 0.0920 -0.3942 -0.3346 -1.0 0.1 0.6 1.3621
S -1.8143 6.7232 0.1310 0.0 0.2 0.4 1.1242
N -0.3535 6.0926 -0.0786 -0.4 -0.4 -0.3 -0.5518
C -0.5170 4.7709 -0.0362 -0.1 0.2 0.2 0.0781
C 0.5219 3.7926 -0.2108 0.4 -0.1 0.0 -0.0353
C 1.8829 4.0816 -0.4429 -0.1 0.0 0.0 -0.0293
C 2.7832 3.0467 -0.5635 0.1 0.0 0.0 -0.2105
C 2.3427 1.7260 -0.4727 -0.2 0.2 0.0 0.1217
N 1.0556 1.4390 -0.2677 0.1 -0.4 -0.1 -0.4626
C 0.1580 2.4550 -0.1235 0.6 0.1 -0.1 0.2047
C -1.1776 2.0634 0.1627 -0.4 0.0 0.0 0.1759
N -1.3984 0.7202 0.2419 0.1 -0.4 -0.2 -0.4546
C -2.6327 0.2421 0.5349 0.1 0.2 0.0 0.1001
C -3.6811 1.1116 0.7551 -0.1 0.0 0.0 -0.2240
C -3.4794 2.4828 0.6517 0.0 0.0 0.0 0.0139
C -2.2050 2.9843 0.3422 -0.1 -0.3 0.2 -0.0640
C -1.8551 4.3752 0.2303 0.1 0.2 0.1 0.1491
N -2.6904 5.3978 0.3837 0.3 0.0 -0.4 -0.5703
H 2.1975 5.1163 -0.5150 0.0 0.0 0.0 0.2824
H 3.8342 3.2366 -0.7321 0.0 0.0 0.0 0.2804
H 3.0329 0.9007 -0.5742 0.0 -0.1 0.0 0.2334
H -2.7600 -0.8304 0.5838 0.0 0.0 0.0 0.2498
H -4.6535 0.7068 0.9997 0.0 0.0 0.0 0.2859
H -4.2946 3.1813 0.8074 0.0 0.0 0.0 0.2852
C 1.0610 -6.5906 0.6556 -0.1 -0.1 0.0 -0.4171
N 1.2856 -5.1334 0.5501 0.0 0.0 0.0 -0.2373
C 2.4446 -4.5533 0.0600 0.0 0.0 0.0 0.0042
C 2.3023 -3.2146 0.1212 0.0 0.1 0.2 -0.0662
N 1.0311 -3.0020 0.6608 -0.1 -0.2 -0.1 -0.2026
C 0.4415 -4.1917 0.9063 0.0 -0.1 0.0 0.2854
H 1.9338 -7.0463 1.1133 0.0 0.0 0.0 0.2625
H 0.9060 -6.9981 -0.3404 0.0 0.0 0.0 0.2591
H 0.1890 -6.7745 1.2755 0.0 0.0 0.0 0.2511
H 3.2793 -5.1464 -0.2795 0.0 0.0 0.0 0.2923
H 2.9901 -2.4206 -0.1046 0.0 0.0 0.0 0.2742
H -0.5335 -4.3219 1.3493 0.0 0.0 0.0 0.2781
O 1.1868 -0.8015 1.0632 0.5 0.4 -0.1 -0.2573
N 0.3712 -1.8104 0.9260 0.0 -0.2 -0.7 0.1058
O -1.1306 -1.6139 -1.4162 -0.2 0.1 0.4 -0.4142
N -0.8862 -0.8573 -2.4334 0.0 -0.5 -0.5 0.7178
O -1.5712 -0.6258 -3.3375 0.1 -0.3 0.1 -0.0967
O 0.3109 -0.3194 -2.2423 0.3 0.9 0.4 -0.3838
```
Positions in Å, forces in eV/Å.

Values from the calculation:
Total charge: +3
Frontier orbital gap (alpha / beta) (eV): 4.90 / 4.91
E_HOMO (alpha / beta) (eV): -17.80 / -17.80

---

Density functional theory data (wB97M-V/def2-TZVPD) for 3 unconnected molecules or ions with the total composition ClFHN2O.

```
6
Properties=species:S:1:pos:R:3:forces:R:3:nbo_charge:R:1
N 0.7300 1.1407 0.6462 0.9 -5.6 -1.5 0.2373
N 1.7017 0.6147 1.2165 0.1 2.0 0.8 -0.1744
O -0.0345 1.9784 0.3813 -1.0 4.3 1.3 -0.2692
F -1.2741 -2.1576 -0.0231 -0.5 0.2 -0.5 -0.6330
Cl 0.0609 -0.0862 -1.4990 -0.1 -0.5 -0.9 -0.7286
H -1.1839 -1.4900 -0.7218 0.7 -0.3 0.8 0.5679
```
Positions in Å, forces in eV/Å.

Values from the calculation:
Total charge: -1
Frontier orbital gap (alpha / beta) (eV): 7.41 / 6.10
Energy above the lowest of the compared OMol25 structures with the same formula, charge and spin (kcal per mole): 0.0
E_HOMO (alpha / beta) (eV): -2.72 / -4.81
2S+1: 3

---

Density functional theory data (wB97M-V/def2-TZVPD) for a molecular structure, C3H4LiO3Yb.

```
12
Properties=species:S:1:pos:R:3:forces:R:3:nbo_charge:R:1
O -0.3686 0.7899 -0.9291 1.0 1.2 0.9 -0.9324
C -1.0447 0.4657 0.1748 -0.8 -0.3 -4.0 0.1477
C -1.9018 -0.6513 -0.1979 0.8 0.1 1.9 -0.1883
H 0.3979 0.2076 1.1693 1.1 0.0 0.4 -0.0321
H -1.5970 1.2774 0.6790 0.9 -0.3 0.9 0.2468
H -1.8231 -0.9320 -1.2544 -0.3 -0.2 0.6 0.2169
H -2.5240 -1.1209 0.5624 -0.2 -0.1 -0.5 0.2340
Yb 1.3133 2.1555 -1.4418 -0.2 -0.1 0.3 1.8761
O 2.3401 1.0145 0.2114 0.2 0.9 1.1 -0.8010
C 1.9923 0.0540 0.9034 -2.9 -1.1 -3.2 0.9143
O 2.1811 -1.1312 0.7796 0.0 -0.1 1.0 -0.6641
Li 1.0345 -2.1291 -0.6565 0.4 -0.1 0.6 0.9819
```
Positions in Å, forces in eV/Å.

Values from the calculation:
Total charge: +2
Frontier orbital gap (alpha / beta) (eV): 7.94 / 7.07
Energy above the lowest of the compared OMol25 structures with the same formula, charge and spin (kcal per mole): 64.0
E_HOMO (alpha / beta) (eV): -16.81 / -17.08
2S+1: 2

---

Calculated total energy across the listed records, respectively: -350.92270, -1773.80955, -338.29505, -2696.95406, -745.28857, -1507.94969 Ha.